1.
Molecular formula: C7H29NO10
Method: DFT, ωB97M-V/def2-TZVPD

XYZ file:
```
47
Properties=species:S:1:pos:R:3:mulliken_charge:R:1
C -2.765 -1.969 0.808 -0.83
C -2.722 -0.743 0.352 -0.42
C -1.783 -0.343 -0.603 -0.05
C -1.635 1.047 -0.989 -0.41
C -0.698 1.157 -2.033 0.94
C -0.233 2.285 -2.820 -1.26
C -0.326 -0.183 -2.339 -0.96
N -0.970 -1.032 -1.482 0.06
H -3.393 -2.440 1.546 0.32
H -2.100 -2.708 0.293 0.15
H -3.147 0.074 0.931 0.31
H -2.201 1.935 -0.732 0.42
H 0.836 2.224 -3.155 0.28
H -0.896 2.485 -3.700 0.32
H -0.568 3.205 -2.175 0.26
H 0.415 -0.345 -3.071 0.65
H -0.536 -1.986 -1.379 0.22
O -0.533 -4.273 2.105 -0.67
H 0.150 -3.536 2.195 0.34
H -1.014 -3.924 1.290 0.30
O 1.784 -1.919 0.239 -0.58
H 2.543 -2.123 0.843 0.31
H 2.228 -1.680 -0.635 0.43
O -1.721 2.827 2.568 -0.64
H -2.143 1.947 2.418 0.33
H -2.409 3.480 2.714 0.28
O 0.445 0.302 3.594 -0.68
H 0.003 0.363 4.424 0.32
H 0.221 1.098 3.163 0.22
O 0.368 3.134 1.172 -0.70
H -0.489 3.686 1.233 0.30
H 0.140 2.198 1.314 0.32
O 2.408 0.339 -0.813 -0.61
H 1.656 0.234 -0.074 0.39
H 2.617 1.269 -0.801 0.35
O 0.431 0.249 1.077 -0.36
H 0.239 -0.513 0.499 -0.15
H 0.841 0.124 1.931 0.46
O 2.125 3.066 -0.884 -0.61
H 2.402 3.926 -0.808 0.28
H 1.585 3.059 -0.056 0.35
O 0.478 -3.821 -0.523 -0.70
H 1.304 -3.299 -0.370 0.39
H 0.608 -4.568 -0.053 0.32
O 2.453 -1.636 -2.384 -0.74
H 2.417 -0.685 -2.032 0.42
H 1.587 -1.987 -2.796 0.31
```

Summary:
HOMO energy ... -7.41 eV
Frontier orbital gap ... 7.32 eV
2S+1 ... 1
SMILES ... C=Cc1cc(C)c[nH]1.O.O.O.O.O.O.O.O.O.O
Net charge ... 0

***

2.
Molecular formula: C7H29NO9
Method: DFT, ωB97M-V/def2-TZVPD

XYZ file:
```
46
Properties=species:S:1:pos:R:3:mulliken_charge:R:1
C -2.677 1.413 2.032 -1.23
C -1.298 1.587 1.308 -0.17
C -0.137 0.758 1.650 1.19
C 0.140 0.281 2.925 -1.33
N 1.085 -0.678 2.805 0.13
C 1.596 -0.715 1.531 -1.74
C 0.930 0.242 0.769 0.92
C 1.333 0.388 -0.620 -0.53
H -3.190 2.211 1.533 0.43
H -3.148 0.493 1.701 0.30
H -2.716 1.270 3.174 0.24
H -1.083 2.675 1.276 0.39
H -1.454 1.520 0.163 -0.10
H -0.314 0.637 3.841 0.36
H 1.410 -1.211 3.653 0.30
H 2.487 -1.212 1.295 0.67
H 2.071 -0.530 -0.787 0.07
H 0.483 0.222 -1.369 -0.35
H 1.785 1.279 -0.789 0.63
O -0.976 -2.182 0.128 -0.53
H -1.777 -2.415 -0.202 0.28
H -0.482 -1.577 -0.484 0.18
O 1.276 -2.175 -2.655 -0.70
H 2.132 -1.964 -3.122 0.28
H 1.374 -2.958 -2.049 0.36
O -1.394 -2.403 -2.553 -0.71
H -1.219 -1.484 -2.444 0.40
H -0.484 -2.796 -2.853 0.43
O -0.950 1.845 -3.840 -0.67
H -0.138 1.708 -4.259 0.30
H -1.048 2.667 -3.422 0.32
O 2.560 3.548 0.683 -0.64
H 1.903 3.319 1.329 0.32
H 3.297 2.948 0.609 0.31
O 1.270 -3.424 0.726 -0.70
H 0.391 -3.060 0.518 0.42
H 1.338 -3.086 1.650 0.32
O -1.058 -1.801 3.418 -0.67
H -1.046 -1.659 2.464 0.35
H -0.666 -2.610 3.672 0.30
O 1.000 2.801 -2.659 -0.76
H 0.775 1.907 -2.211 0.40
H 1.268 3.278 -1.752 0.35
O -1.552 0.209 -1.828 -0.85
H -2.127 -0.022 -2.507 0.27
H -0.971 0.754 -2.446 0.46
```

Summary:
HOMO energy ... -7.83 eV
Frontier orbital gap ... 8.01 eV
2S+1 ... 1
SMILES ... CCc1c[nH]cc1C.O.O.O.O.O.O.O.O.O
Net charge ... 0

***

3.
Molecular formula: C7H31NO8
Method: DFT, ωB97M-V/def2-TZVPD

XYZ file:
```
47
Properties=species:S:1:pos:R:3:mulliken_charge:R:1
C 3.647 -0.943 1.219 -1.65
C 2.153 -0.707 1.149 1.14
C 1.471 -1.711 0.242 -1.14
C -0.023 -1.638 0.351 0.20
C -0.769 -0.650 -0.140 0.12
N -2.179 -0.538 -0.127 -0.57
C -0.641 -2.565 1.379 -1.25
C -1.226 -3.810 0.677 -1.35
H 4.277 -0.724 0.357 0.37
H 4.156 -0.559 2.104 0.41
H 3.848 -2.023 1.335 0.38
H 2.072 0.349 0.911 -0.37
H 1.734 -0.763 2.153 0.04
H 1.949 -1.719 -0.743 0.49
H 1.751 -2.707 0.604 0.46
H -0.316 0.106 -0.772 0.49
H -2.427 0.275 0.435 0.16
H -2.693 -1.281 0.303 0.23
H -1.415 -2.129 2.019 0.47
H 0.085 -2.929 2.118 0.52
H -1.811 -3.455 -0.168 0.31
H -1.793 -4.474 1.328 0.40
H -0.460 -4.459 0.250 0.34
O -0.226 0.508 3.453 -0.73
H -0.086 -0.401 3.142 0.26
H 0.472 0.975 3.924 0.29
O -0.644 2.954 0.051 -0.55
H -1.385 2.744 0.648 0.31
H -0.552 3.875 0.149 0.22
O 1.421 1.553 -1.883 -0.65
H 1.339 2.124 -2.653 0.32
H 0.741 1.962 -1.322 0.27
O -2.559 -0.258 -3.039 -0.72
H -2.241 -0.171 -2.103 0.33
H -3.124 -1.033 -2.906 0.32
O 0.406 -0.521 -3.484 -0.80
H 0.781 -0.201 -2.661 0.40
H -0.511 -0.659 -3.273 0.41
O 1.798 2.224 2.611 -0.63
H 2.725 2.278 2.300 0.34
H 1.333 2.073 1.780 0.32
O -0.097 2.023 -3.999 -0.71
H 0.149 1.058 -4.095 0.46
H -1.027 1.921 -3.945 0.27
O -2.179 1.779 2.039 -0.73
H -1.301 1.428 2.355 0.49
H -2.504 2.093 2.905 0.30
```

Summary:
HOMO energy ... -8.76 eV
Frontier orbital gap ... 9.00 eV
2S+1 ... 1
SMILES ... CCC/C(=C/N)CC.O.O.O.O.O.O.O.O
Net charge ... 0

***

4.
Molecular formula: C7H31NO9
Method: DFT, ωB97M-V/def2-TZVPD

XYZ file:
```
48
Properties=species:S:1:pos:R:3:mulliken_charge:R:1
C 1.163 2.247 -2.845 -1.01
C 1.643 0.860 -2.332 -0.08
C 0.585 -0.230 -2.396 -1.09
N -1.052 -0.207 1.071 -0.07
C -0.193 -0.119 -0.033 -1.68
C -0.487 0.002 -1.334 1.79
C -1.864 0.398 -1.703 -0.86
C -2.407 1.584 -1.907 -0.67
H 1.095 2.176 -3.929 0.44
H 0.215 2.402 -2.349 -0.02
H 1.931 2.950 -2.547 0.38
H 2.043 0.969 -1.323 0.07
H 2.537 0.601 -2.920 0.42
H 0.901 -1.272 -2.371 0.47
H 0.129 -0.103 -3.387 0.31
H -0.806 0.421 1.831 0.26
H -2.029 -0.101 0.838 -0.06
H 0.831 -0.211 0.287 0.60
H -2.506 -0.468 -1.866 0.27
H -1.987 2.558 -1.682 0.33
H -3.451 1.654 -2.198 0.36
H 1.413 -3.353 -0.390 0.27
H 0.561 -2.148 0.036 0.15
O 1.474 -2.471 0.005 -0.52
H -2.552 -3.150 1.834 0.34
H -1.541 -3.833 2.788 0.30
O -1.965 -3.918 1.928 -0.80
H -3.656 -0.664 1.400 0.09
H -3.817 -1.935 0.740 0.33
O -3.868 -1.583 1.654 -0.86
H -1.190 -3.372 0.035 0.24
H -1.999 -4.573 -0.598 0.34
O -1.414 -3.836 -0.778 -0.73
H 3.048 0.491 1.870 0.39
H 1.610 0.825 1.281 0.17
O 2.314 1.113 1.871 -0.76
H 0.495 0.398 4.322 0.12
H 1.237 1.557 3.898 0.20
O 0.355 1.181 3.755 -0.09
H 3.925 -1.152 -0.954 0.30
H 3.259 -1.817 0.348 0.33
O 4.078 -1.562 -0.101 -0.66
H -0.620 2.612 3.053 0.33
H -1.516 3.347 2.000 0.37
O -0.602 3.167 2.252 -0.98
H 2.316 2.561 0.150 0.34
H 0.808 2.867 0.620 0.26
O 1.557 3.135 0.076 -0.62
```

Summary:
HOMO energy (alpha / beta) ... 0.19 / -5.43 eV
Frontier orbital gap (alpha / beta) ... 2.54 / 8.12 eV
Expectation value of S² ... 0.75
2S+1 ... 2
Net charge ... -1

***

5.
Molecular formula: C7H32N6O11
Method: DFT, ωB97M-V/def2-TZVPD

XYZ file:
```
56
Properties=species:S:1:pos:R:3:mulliken_charge:R:1
N -11.341 -14.368 8.619 -0.34
C -10.690 -14.232 9.757 0.62
N -9.429 -14.317 9.683 -0.33
O -11.240 -14.098 10.819 -0.67
H -12.349 -14.431 8.589 0.20
H -10.858 -14.401 7.733 0.14
H -8.910 -14.248 8.820 0.16
H -8.938 -14.153 10.550 0.22
N -12.712 -19.043 4.335 -0.43
C -12.085 -17.897 4.161 0.74
N -11.496 -17.396 5.233 -0.38
O -12.026 -17.401 3.034 -0.68
H -12.834 -19.451 5.250 0.16
H -12.883 -19.641 3.539 0.22
H -11.001 -16.531 5.070 0.18
H -11.792 -17.698 6.151 0.18
N -4.008 -18.554 10.715 -0.40
C -4.045 -18.858 9.493 0.69
N -5.198 -18.591 8.956 -0.33
O -3.057 -19.275 8.899 -0.69
H -3.060 -18.557 11.063 0.24
H -4.718 -18.152 11.311 0.17
H -5.981 -18.398 9.565 0.16
H -5.420 -18.748 7.984 0.18
O -2.990 -12.070 3.696 -0.52
C -2.304 -12.211 4.887 -0.30
C -2.194 -10.896 5.637 -0.40
O -1.780 -9.816 4.771 -0.54
H -2.798 -11.235 3.263 0.31
H -2.815 -13.049 5.361 0.27
H -1.287 -12.538 4.671 0.24
H -1.630 -10.886 6.570 0.35
H -3.213 -10.661 5.946 0.28
H -2.053 -9.010 5.216 0.31
O -5.572 -19.724 4.088 -0.52
C -6.967 -19.562 4.069 -0.19
C -7.728 -20.885 4.402 -0.60
O -7.676 -21.329 5.723 -0.51
H -5.176 -18.853 4.003 0.28
H -7.279 -18.841 4.825 0.22
H -7.304 -19.216 3.092 0.32
H -7.554 -21.589 3.588 0.32
H -8.774 -20.634 4.228 0.32
H -6.784 -21.656 5.866 0.33
O -4.225 -15.758 2.772 -0.63
H -4.089 -14.811 2.810 0.30
H -3.486 -16.126 3.256 0.32
O -9.557 -13.715 4.889 -0.59
H -9.433 -12.775 5.022 0.29
H -9.335 -13.858 3.969 0.31
O -2.866 -17.069 5.881 -0.58
H -2.401 -16.273 6.139 0.28
H -2.834 -17.628 6.658 0.30
O -6.463 -14.889 6.650 -0.60
H -5.790 -15.371 6.170 0.29
H -7.040 -14.540 5.970 0.33
```

Summary:
HOMO energy ... -9.78 eV
Frontier orbital gap ... 9.66 eV
2S+1 ... 1
SMILES ... NC(N)=O.NC(N)=O.NC(N)=O.OCCO.OCCO.O.O.O.O
Net charge ... 0

***

6.
Molecular formula: C7H33MgN12O10
Method: DFT, ωB97M-V/def2-TZVPD

XYZ file:
```
63
Properties=species:S:1:pos:R:3:mulliken_charge:R:1
Mg -31.502 19.228 10.815 0.86
C -34.468 18.314 10.120 0.10
O -33.404 19.034 10.671 -0.26
H -34.952 17.580 10.776 0.33
H -35.245 18.993 9.751 -0.17
H -34.082 17.763 9.254 -0.18
C -32.248 20.492 6.026 0.49
O -32.581 21.158 5.076 -0.61
N -33.116 20.106 7.036 -0.18
N -30.938 20.118 6.262 -0.33
H -33.012 19.219 7.496 0.15
H -34.027 20.409 6.712 0.16
H -30.790 19.671 7.143 0.10
H -30.215 20.442 5.649 0.23
C -36.264 13.655 9.786 0.49
O -37.429 13.370 9.954 -0.60
N -35.321 12.718 9.424 -0.48
N -35.733 14.896 10.004 -0.22
H -34.662 12.945 8.694 0.24
H -35.710 11.801 9.268 0.26
H -36.260 15.661 10.376 0.13
H -34.735 14.855 10.108 0.18
C -35.692 16.342 5.979 0.48
O -35.738 15.189 5.597 -0.66
N -36.405 17.355 5.432 -0.38
N -35.020 16.728 7.102 -0.15
H -36.487 18.200 5.973 0.20
H -37.103 17.017 4.794 0.23
H -34.652 16.047 7.737 0.13
H -35.076 17.680 7.420 0.14
C -37.138 20.543 7.316 0.64
O -36.078 20.010 6.999 -0.61
N -37.452 20.954 8.586 -0.33
N -38.046 20.949 6.374 -0.53
H -38.390 21.281 8.737 0.22
H -36.997 20.453 9.331 0.16
H -39.005 21.051 6.664 0.19
H -37.895 20.569 5.454 0.27
C -33.708 17.336 14.954 0.56
O -32.998 16.470 14.462 -0.65
N -34.407 18.191 14.152 -0.32
N -33.847 17.592 16.282 -0.40
H -35.155 18.778 14.473 0.18
H -34.234 17.991 13.184 0.11
H -34.345 18.393 16.624 0.18
H -33.298 17.099 16.963 0.25
C -34.115 23.273 10.103 0.62
O -33.718 23.056 11.253 -0.77
N -34.178 22.345 9.123 -0.09
N -34.612 24.488 9.741 -0.41
H -34.360 22.612 8.172 0.16
H -34.068 21.354 9.256 0.01
H -34.831 24.664 8.777 0.17
H -34.457 25.294 10.320 0.26
O -31.612 21.259 10.619 -0.31
H -30.956 21.965 10.561 0.22
H -32.368 21.656 11.105 0.36
O -31.416 17.202 11.501 -0.45
H -30.744 16.538 11.701 0.28
H -32.257 16.813 11.781 0.29
O -34.804 20.938 12.910 -0.72
H -34.540 20.042 12.681 0.38
H -34.323 21.493 12.277 0.38
```

Summary:
HOMO energy ... -11.53 eV
Frontier orbital gap ... 6.34 eV
2S+1 ... 1
Net charge ... +1